[1]
Here is 2 unconnected molecules or ions with the total composition C5H13N2 in a non-equilibrium geometry from the OMol25 dataset. Energies are from wB97M-V/def2-TZVPD.

- Kohn-Sham gap: 0.3456 Ha
- Energy relative to the best compared isomer or geometry (same formula, charge and spin): 268.4 kJ/mol
- Multiplicity: 1
- LUMO: -3.6 eV
- Molecular weight: 101.17 Da
- Net charge: +1

Each atom is followed by the atoms it is bonded to, with distances in Å.
Positions of all 20 atoms, in Å:
1 C 1.2717 0.8819 -0.8036  C3 1.391, H8 1.054, H9 1.051
2 C 0.3028 -2.5082 -0.1111  N6 1.319, N7 1.321, H10 1.105
3 C 0.2911 1.4727 -0.0132  C1 1.391, C4 1.613, C5 1.445
4 C -0.8238 2.4105 -0.7046  C3 1.613, H11 1.016, H12 1.160, H13 1.183
5 C 0.1388 1.1317 1.3824  C3 1.445, H14 1.106, H15 1.034, H16 1.027
6 N -0.0405 -3.7233 0.2709  C2 1.319, H17 1.026, H18 0.988
7 N -0.4595 -1.4908 -0.4693  C2 1.321, H19 1.041, H20 1.045
8 H 1.9323 0.3345 -0.1920  C1 1.054
9 H 1.4077 1.1483 -1.8114  C1 1.051
10 H 1.4008 -2.5602 -0.0027  C2 1.105
11 H -0.9333 2.0996 -1.6653  C4 1.016
12 H -0.4622 3.5119 -0.7516  C4 1.160
13 H -1.8965 2.3965 -0.2057  C4 1.183
14 H 0.6894 0.2047 1.6280  C5 1.106
15 H -0.8788 0.9568 1.4383  C5 1.034
16 H 0.3348 1.9075 2.0261  C5 1.027
17 H 0.5430 -4.2507 0.9297  N6 1.026
18 H -0.9631 -4.0325 0.0983  N6 0.988
19 H -1.4682 -1.5220 -0.7236  N7 1.041
20 H 0.0268 -0.5922 -0.6890  N7 1.045

***

[2]
Here is 11 unconnected molecules or ions with the total composition C36H42ClF10INO31 in a non-equilibrium geometry from the OMol25 dataset. Energies are from wB97M-V/def2-TZVPD.

- Kohn-Sham gap: 0.2986 Ha
- Multiplicity: 1
- LUMO: -4.4 eV
- Molecular weight: 1337.05 Da
- Net charge: +1

Each atom is followed by the atoms it is bonded to, with distances in Å.
Positions of all 122 atoms, in Å:
1 C 8.1810 -3.9649 -0.7341  C2 1.535, H11 1.083, H12 1.081, H13 1.083
2 C 6.7638 -3.4197 -0.9561  C1 1.535, C3 1.547, C4 1.533, H14 1.084
3 C 6.8626 -1.9060 -1.2585  C2 1.547, H15 1.081, H16 1.082, H17 1.080
4 C 6.1543 -4.1804 -2.1391  C2 1.533, N5 1.496, H18 1.079, H19 1.079
5 N 4.7351 -4.5763 -1.8802  C4 1.496, Cl6 1.766, C7 1.497, H20 1.023
6 Cl 4.3164 -5.8635 -3.0148  N5 1.766
7 C 3.7757 -3.4424 -2.0630  N5 1.497, C8 1.501, H21 1.078, H22 1.080
8 C 3.2276 -3.0149 -0.7328  C7 1.501, O9 1.204, I10 2.127
9 O 3.5559 -3.5117 0.3133  C8 1.204
10 I 1.7690 -1.4728 -0.8669  C8 2.127
11 H 8.8537 -3.5519 -1.4751  C1 1.083
12 H 8.5482 -3.6366 0.2279  C1 1.081
13 H 8.2314 -5.0444 -0.8068  C1 1.083
14 H 6.2218 -3.5835 -0.0313  C2 1.084
15 H 6.3240 -1.3266 -0.5212  C3 1.081
16 H 6.5398 -1.6611 -2.2614  C3 1.082
17 H 7.8921 -1.5885 -1.1801  C3 1.080
18 H 6.7264 -5.0758 -2.3286  C4 1.079
19 H 6.1833 -3.5980 -3.0473  C4 1.079
20 H 4.6110 -5.0113 -0.9622  N5 1.023
21 H 4.2114 -2.6234 -2.6125  C7 1.078
22 H 2.9311 -3.7761 -2.6474  C7 1.080
23 C 1.1165 -3.5958 -6.2027  C24 1.513, O28 1.444, H30 1.089, H31 1.085
24 C 2.2008 -4.2760 -7.0088  C23 1.513, O25 1.432, F29 1.339, H32 1.091
25 O 3.3506 -3.4859 -6.6877  C24 1.432, C26 1.344
26 C 3.1503 -2.9621 -5.4660  O25 1.344, O27 1.195, O28 1.342
27 O 4.0016 -2.4558 -4.7977  C26 1.195
28 O 1.8702 -3.0844 -5.0817  C23 1.444, C26 1.342
29 F 1.9668 -4.2174 -8.3258  C24 1.339
30 H 0.6705 -2.7645 -6.7472  C23 1.089
31 H 0.3348 -4.2719 -5.8720  C23 1.085
32 H 2.3906 -5.3130 -6.7269  C24 1.091
33 C -0.9546 3.0767 -0.9838  C34 1.515, O38 1.437, H40 1.086, H41 1.081
34 C -0.8555 1.6373 -1.4449  C33 1.515, O35 1.420, F39 1.364, H42 1.087
35 O -0.8944 1.7803 -2.8570  C34 1.420, C36 1.366
36 C -0.3657 3.0026 -3.1618  O35 1.366, O37 1.182, O38 1.350
37 O -0.0090 3.3268 -4.2411  C36 1.182
38 O -0.2966 3.7719 -2.0551  C33 1.437, C36 1.350
39 F -1.9248 0.8983 -1.0317  C34 1.364
40 H -1.9827 3.4177 -0.9054  C33 1.086
41 H -0.4521 3.2563 -0.0431  C33 1.081
42 H 0.0642 1.1369 -1.1535  C34 1.087
43 C -6.2627 2.7372 0.3674  C44 1.511, O48 1.434, H50 1.091, H51 1.084
44 C -5.1951 1.9382 -0.3439  C43 1.511, O45 1.423, F49 1.356, H52 1.088
45 O -4.0428 2.7525 -0.1569  C44 1.423, C46 1.364
46 C -4.2238 3.4403 1.0069  O45 1.364, O47 1.187, O48 1.343
47 O -3.3529 4.0044 1.5841  C46 1.187
48 O -5.5076 3.3901 1.3974  C43 1.434, C46 1.343
49 F -5.4465 1.8220 -1.6711  C44 1.356
50 H -6.7024 3.4870 -0.2919  C43 1.091
51 H -7.0453 2.1217 0.7955  C43 1.084
52 H -5.0113 0.9508 0.0754  C44 1.088
53 C 6.1988 -0.3325 -6.1498  C54 1.512, O58 1.430, H60 1.091, H61 1.086
54 C 6.2246 -0.6644 -7.6242  C53 1.512, O55 1.413, F59 1.357, H62 1.092
55 O 7.0356 0.3657 -8.1505  C54 1.413, C56 1.368
56 C 7.8952 0.7633 -7.1635  O55 1.368, O57 1.177, O58 1.361
57 O 8.8621 1.4141 -7.3293  C56 1.177
58 O 7.4747 0.2846 -5.9605  C53 1.430, C56 1.361
59 F 4.9898 -0.5983 -8.1822  C54 1.357
60 H 5.4078 0.3808 -5.9135  C53 1.091
61 H 6.0918 -1.2085 -5.5176  C53 1.086
62 H 6.6689 -1.6319 -7.8650  C54 1.092
63 C 0.0793 1.1923 3.9198  C64 1.507, O68 1.436, H70 1.089, H71 1.085
64 C 0.2081 -0.2219 3.4162  C63 1.507, O65 1.429, F69 1.353, H72 1.091
65 O 0.1646 -0.0419 1.9993  C64 1.429, C66 1.364
66 C 0.6836 1.1958 1.7556  O65 1.364, O67 1.190, O68 1.338
67 O 1.0523 1.5739 0.6889  C66 1.190
68 O 0.7221 1.9339 2.8713  C63 1.436, C66 1.338
69 F -0.8440 -0.9850 3.7937  C64 1.353
70 H -0.9679 1.4827 3.9919  C63 1.089
71 H 0.5670 1.3762 4.8711  C63 1.085
72 H 1.1326 -0.7337 3.6883  C64 1.091
73 C -0.5410 5.8554 5.8534  C74 1.512, O78 1.443, H80 1.090, H81 1.082
74 C -0.2042 4.9161 4.7178  C73 1.512, O75 1.422, F79 1.355, H82 1.091
75 O -0.8335 3.7098 5.1311  C74 1.422, C76 1.361
76 C -1.8914 4.0496 5.9171  O75 1.361, O77 1.186, O78 1.342
77 O -2.7490 3.2833 6.2078  C76 1.186
78 O -1.8139 5.3360 6.2917  C73 1.443, C76 1.342
79 F 1.1283 4.6999 4.5969  C74 1.355
80 H 0.1805 5.7841 6.6667  C73 1.090
81 H -0.6260 6.8900 5.5471  C73 1.082
82 H -0.6064 5.2162 3.7495  C74 1.091
83 C -5.0843 0.9950 6.0066  C84 1.510, O88 1.435, H90 1.090, H91 1.085
84 C -5.4247 -0.4329 6.3586  C83 1.510, O85 1.424, F89 1.358, H92 1.091
85 O -6.0190 -0.9133 5.1570  C84 1.424, C86 1.362
86 C -5.4537 -0.2070 4.1389  O85 1.362, O87 1.186, O88 1.345
87 O -5.5142 -0.5242 2.9972  C86 1.186
88 O -4.8190 0.8849 4.6007  C83 1.435, C86 1.345
89 F -6.3394 -0.5031 7.3598  C84 1.358
90 H -5.9270 1.6659 6.1749  C83 1.090
91 H -4.2143 1.3735 6.5330  C83 1.085
92 H -4.5648 -1.0541 6.6122  C84 1.091
93 C -0.1162 -5.0922 -12.6145  C94 1.512, O98 1.434, H100 1.090, H101 1.086
94 C -0.5658 -3.8039 -11.9624  C93 1.512, O95 1.420, F99 1.352, H102 1.091
95 O -0.9888 -4.2484 -10.6822  C94 1.420, C96 1.361
96 C -0.2769 -5.3691 -10.3812  O95 1.361, O97 1.183, O98 1.351
97 O -0.2000 -5.8471 -9.3015  C96 1.183
98 O 0.3351 -5.8518 -11.4847  C93 1.434, C96 1.351
99 F -1.6103 -3.2391 -12.6077  C94 1.352
100 H -0.9489 -5.6087 -13.0923  C93 1.090
101 H 0.6853 -4.9552 -13.3342  C93 1.086
102 H 0.2214 -3.0582 -11.8408  C94 1.091
103 C -7.2162 -3.8709 7.3741  C104 1.506, O108 1.430, H110 1.090, H111 1.087
104 C -5.9797 -4.6612 7.0359  C103 1.506, O105 1.413, F109 1.361, H112 1.091
105 O -5.5319 -5.0764 8.3098  C104 1.413, C106 1.372
106 C -6.6342 -5.1670 9.1223  O105 1.372, O107 1.178, O108 1.358
107 O -6.6570 -5.7203 10.1621  C106 1.178
108 O -7.6898 -4.5322 8.5505  C103 1.430, C106 1.358
109 F -5.0327 -3.8786 6.4512  C104 1.361
110 H -6.9875 -2.8314 7.6080  C103 1.090
111 H -7.9642 -3.9000 6.5864  C103 1.087
112 H -6.1532 -5.5365 6.4086  C104 1.091
113 C -3.4616 9.0730 7.7607  C114 1.513, O118 1.434, H120 1.090, H121 1.086
114 C -2.9322 10.4849 7.8848  C113 1.513, O115 1.420, F119 1.351, H122 1.091
115 O -1.5307 10.2734 7.9679  C114 1.420, C116 1.357
116 C -1.2507 9.1202 7.3092  O115 1.357, O117 1.185, O118 1.353
117 O -0.1684 8.7772 6.9715  C116 1.185
118 O -2.3831 8.4153 7.0822  C113 1.434, C116 1.353
119 F -3.3612 11.0940 9.0123  C114 1.351
120 H -3.6098 8.6153 8.7389  C113 1.090
121 H -4.3804 9.0042 7.1860  C113 1.086
122 H -3.1467 11.1275 7.0298  C114 1.091